ORCA calculation (ωB97M-V with the def2-TZVPD basis set) on the molecule C4H7F at a distorted geometry.

- orbital gap (eV) = 11.54
- SMILES string = CC1(F)CC1
- relative energy (zero: lowest compared OMol25 entry of this formula, charge and spin) (kJ/mol) = 121.9

Each line ends with the natural charge from an NBO analysis.
Element x y z (Å)
C  -0.93  0.30  1.17  -0.64
C  -0.34  -0.26  -0.09  0.39
F  -1.28  -1.26  -0.80  -0.41
C  1.14  -0.52  -0.19  -0.46
C  0.46  0.46  -1.12  -0.44
H  -1.94  0.37  0.90  0.23
H  -0.38  1.13  1.35  0.22
H  -1.01  -0.35  2.01  0.22
H  1.45  -1.40  -0.68  0.23
H  1.86  -0.17  0.63  0.22
H  0.66  1.42  -1.05  0.20
H  0.30  0.27  -2.13  0.23


ORCA calculation (ωB97M-V with the def2-TZVPD basis set) on a structure of composition C4H7F at a distorted geometry.

- orbital gap (eV) = 10.29
- relative energy (zero: lowest compared OMol25 entry of this formula, charge and spin) (kJ/mol) = 491.4

Each line ends with the natural charge from an NBO analysis.
Element x y z (Å)
C  1.33  -0.49  -0.05  0.06
C  0.06  0.09  0.47  -0.34
C  -0.68  1.15  -0.12  -0.44
C  -1.16  -0.30  -0.39  -0.44
H  2.06  -1.27  0.88  0.17
H  0.76  -1.10  -1.05  0.19
H  -0.19  -0.27  1.51  0.21
H  -1.23  1.38  1.08  0.25
H  0.00  1.82  -0.82  0.27
H  -2.12  -0.87  0.16  0.23
H  -0.96  -0.74  -1.44  0.21
F  2.13  0.61  -0.22  -0.38